1.
Density functional theory data (wB97M-V/def2-TZVPD) for a single C2H3ClFI molecule in a non-equilibrium geometry.

Its total energy is -935.73233 Eh. As for the net charge: 0. The value obtained for the relative energy (zero: lowest compared OMol25 entry of this formula, charge and spin) is 1.0 kcal/mol. The SMILES is F[C@@H](Cl)CI. Its HOMO-LUMO gap is 10.1 eV.

Last column: Mulliken charge in e.
Cartesian coordinates (Å):
1 Cl 2.2341 0.3427 -0.2860  -0.18
2 I -2.4209 0.1442 -0.0197  0.10
3 H -0.2581 0.1248 1.4476  0.32
4 C -0.3416 0.0385 0.2751  -0.90
5 H 0.3370 1.3854 -1.3651  0.29
6 C 0.5554 1.0483 -0.2965  0.24
7 H 0.1729 -0.9750 -0.0701  0.38
8 F 0.5333 2.2952 0.3836  -0.24

Force components x, y, z for each atom (eV/Å):
-0.52 0.72 0.12
-0.06 0.12 -0.42
0.15 -0.40 -2.34
1.38 -2.52 2.69
0.33 -0.95 1.31
0.47 2.85 -1.98
-1.88 1.87 0.85
0.14 -1.68 -0.22



2.
Density functional theory data (wB97M-V/def2-TZVPD) for 2 unconnected molecules or ions with the total composition CH2P2S3 in a non-equilibrium geometry.

Its total energy is -1916.56857 Eh. As for the net charge: 0. The value obtained for the relative energy (zero: lowest compared OMol25 entry of this formula, charge and spin) is 28.0 kcal/mol. Its HOMO-LUMO gap is 8.4 eV.

Last column: Mulliken charge in e.
Cartesian coordinates (Å):
1 H 0.2014 -0.9686 0.1822  0.30
2 H 0.0725 1.2089 -0.0674  0.40
3 S -2.7784 1.7473 -0.0736  -0.17
4 S -2.7563 -1.3662 1.0104  -0.13
5 P -1.6505 0.5573 -1.4566  0.19
6 S -2.6705 -1.3260 -1.1006  -0.11
7 C -0.5089 0.3089 -0.0272  -0.71
8 P -1.7364 0.5894 1.4418  0.23

Force components x, y, z for each atom (eV/Å):
-2.09 4.34 -1.01
1.16 0.20 0.30
0.42 0.18 0.24
0.60 1.12 -0.02
-0.76 -1.36 0.94
0.08 0.33 0.00
0.87 -3.35 1.86
-0.28 -1.44 -2.30



3.
Density functional theory data (wB97M-V/def2-TZVPD) for a single C12H18ClN molecule in a non-equilibrium geometry.

Its total energy is -982.77026 Eh. As for the net charge: 0. The value obtained for the relative energy (zero: lowest compared OMol25 entry of this formula, charge and spin) is 125.8 kcal/mol. Its HOMO-LUMO gap is 7.7 eV.

Last column: Mulliken charge in e.
Cartesian coordinates (Å):
1 C -0.4776 -0.2230 -0.5461  -0.12
2 H -2.4756 -1.0889 -0.8401  0.44
3 H 2.4923 -0.0394 0.6753  0.31
4 C -1.6396 -1.0871 -0.1156  -0.28
5 H 0.3013 0.8143 -2.2103  0.34
6 H -2.0334 -3.1074 0.4389  0.41
7 Cl 1.5657 -1.8539 -2.5631  -0.30
8 H -0.7842 -1.7962 -2.6406  0.31
9 H -0.7713 -2.9247 -0.7809  0.34
10 C 0.3353 0.1387 0.5007  0.28
11 H -0.1726 -0.7686 -3.8521  0.42
12 H 1.9625 1.5945 2.1253  0.27
13 C 1.7536 0.6740 0.3170  -0.90
14 H -0.4683 3.0399 -0.8400  0.33
15 H 2.8625 2.4115 0.6609  0.45
16 H 1.8573 0.8945 -0.7454  0.30
17 N -0.2984 0.0565 -1.9351  -0.30
18 C -0.3787 -0.6637 1.6217  -0.12
19 C 0.4757 2.5321 0.9325  0.04
20 C 1.8981 2.0306 1.0177  -0.54
21 H 0.1347 -0.4266 2.5287  0.44
22 H -2.3743 -1.3056 1.9750  0.36
23 H -2.2651 0.4546 1.1894  0.39
24 C -0.1440 -2.1246 1.4030  -1.03
25 H 0.9659 -2.2532 1.4511  0.34
26 C -1.1631 -2.4977 0.1687  -0.74
27 C -1.8995 -0.5392 1.3417  -0.72
28 C 0.2625 3.4675 -0.2310  -1.35
29 C -0.1511 -0.9645 -2.8074  -0.64
30 H -0.0339 4.3671 0.2463  0.45
31 H -0.4591 -2.6603 2.2678  0.44
32 H 1.1223 3.8490 -0.7540  0.36

Force components x, y, z for each atom (eV/Å):
1.14 0.88 0.03
0.20 0.28 0.45
0.13 0.00 -0.20
-1.15 0.42 -0.10
0.08 0.44 0.55
0.43 -0.02 0.42
-0.30 0.18 -0.23
-0.75 -0.62 0.42
0.36 -0.03 0.98
-2.11 -2.14 -2.40
0.26 0.75 -0.64
0.52 1.57 -1.78
-1.71 0.18 -0.33
-1.53 -0.20 -1.11
-0.52 0.94 0.12
0.30 -0.58 -0.14
-0.36 0.98 0.39
1.00 1.74 0.33
1.39 0.50 -0.88
-0.52 -2.25 3.70
-0.63 0.57 1.31
-0.63 0.88 -0.26
-0.51 0.57 0.96
0.33 -1.40 -1.07
-0.79 -0.55 -1.18
1.77 0.16 -0.18
2.00 -0.93 -1.33
1.81 -0.36 1.67
0.87 -1.82 -0.02
-1.34 0.93 0.54
-0.52 -0.52 0.79
0.80 -0.55 -0.81



4.
Density functional theory data (wB97M-V/def2-TZVPD) for 2 unconnected molecules or ions with the total composition C6H12O.

Its total energy is -310.99936 Eh. As for the net charge: 0. The value obtained for the relative energy (zero: lowest compared OMol25 entry of this formula, charge and spin) is 37.6 kcal/mol. The SMILES is C=C(C)O.C=CC. Its HOMO-LUMO gap is 9.7 eV.

Last column: Mulliken charge in e.
Cartesian coordinates (Å):
1 H -1.7089 0.9165 1.7797  0.34
2 H 2.0377 -1.5341 1.2910  0.23
3 H 3.4361 -0.8484 0.4561  0.32
4 H -1.1642 -0.7426 1.5387  0.31
5 H -2.1936 -1.6397 -0.4746  0.34
6 H 2.8579 1.3613 -0.4529  0.25
7 C -1.9047 -0.0010 1.2389  -1.28
8 C -1.6375 1.4186 -0.8001  -1.08
9 O -1.9961 -0.8765 -1.0282  -0.53
10 C 1.8773 0.9626 -0.6730  -0.81
11 H -1.5021 2.2996 -0.2034  0.31
12 H 1.1839 1.6265 -1.1612  0.27
13 H 2.5139 -2.1632 -0.2794  0.28
14 H -2.8909 -0.3672 1.5202  0.39
15 H 0.5542 -0.6420 -0.6033  0.27
16 C 2.4411 -1.2559 0.3164  -1.06
17 C 1.5393 -0.2738 -0.3561  0.27
18 C -1.8393 0.2352 -0.2404  0.86
19 H -1.6043 1.5242 -1.8685  0.32

Force components x, y, z for each atom (eV/Å):
0.02 0.11 0.07
0.02 -0.09 0.07
0.18 0.05 0.05
0.08 -0.08 0.04
0.02 0.07 -0.04
0.14 -0.02 0.04
0.02 -0.03 -0.29
-0.08 -0.15 -0.10
-0.01 -0.06 0.05
0.00 0.14 -0.02
0.03 0.12 0.22
-0.15 0.08 -0.07
0.06 -0.16 -0.01
-0.11 -0.07 0.06
-0.18 0.06 -0.08
-0.13 0.05 0.00
0.18 -0.15 0.03
-0.09 0.13 0.26
-0.01 -0.02 -0.28